(1)
106
Properties=species:S:1:pos:R:3:mulliken_charge:R:1 method="wB97M-V/def2-TZVPD" smiles="CC1(C)CCCC(C)(C)N1O.COC[C@H](C)N.COC[C@H](C)N.COC[C@H](C)N.COC[C@H](C)N.NC(N)=O" e_above_lowest_kj_mol=475.7 charge=0
H 5.52024 -8.76726 -4.94148 0.3305
N 0.65176 -0.09155 -0.37480 -0.7681
H 6.75755 1.85043 -2.72525 0.2190
O -6.93214 7.79995 -3.97065 -0.7025
C 5.77357 -7.71826 -5.09491 -0.6415
H 1.95979 2.09048 0.92065 0.3702
H 4.60051 6.20812 -4.18475 0.3032
H -6.82328 -1.28504 3.63001 0.4068
H 2.08664 -1.58376 1.70999 0.3085
H -9.49517 -2.43362 5.48516 0.3807
C -7.11906 -0.58460 1.35943 -2.0707
H 8.71075 -0.26931 6.65092 0.3999
H 3.98892 -5.10504 -4.18397 0.2638
N -7.28322 6.72967 -2.17457 -0.4051
N -8.58395 8.37947 -2.75615 -0.3634
H -8.12440 -3.63098 0.48604 0.3405
H 8.32096 0.24008 4.92369 0.3881
N -8.49069 -1.70315 2.91761 0.2368
H 2.55458 0.01757 2.24888 0.3319
H 8.88096 -7.39613 -4.69575 0.2343
C 8.28555 5.13463 4.73129 -0.6685
O 8.75345 4.15483 5.65501 -0.3123
C -7.54945 7.72361 -2.93153 0.6861
H 3.34714 4.28395 -6.50810 0.2685
H -6.67976 -2.74035 0.15114 0.3654
H 4.40506 4.88986 -3.02883 0.3095
H -6.96184 -3.65819 1.63518 0.3789
H 8.32890 -8.79496 -3.73756 0.2408
C -9.71718 -2.42052 3.32999 1.3055
H 6.02123 -7.51259 -6.13629 0.3759
H -10.34274 -0.96392 4.82952 0.4263
H 4.94188 2.10587 -5.78989 0.3644
H -7.64493 6.60817 -1.23942 0.1664
C -7.40534 -2.94759 0.93772 -1.8242
H 5.56776 -5.24908 -3.88128 0.2601
H -11.75951 -2.73832 2.62000 0.4707
O 5.09167 2.17363 -3.68446 -0.2869
H 8.73472 6.12721 4.76480 0.2519
C -0.18447 3.75774 0.84517 -0.7658
H 3.08440 5.30712 -4.27071 0.3241
O -7.43748 -2.01001 3.76708 -0.4856
H 3.44005 2.52898 -4.83628 0.3247
H 1.27764 0.53525 -0.86007 0.2632
H 0.15751 -0.20942 1.68723 0.3313
C -10.51069 -2.23454 0.88834 -0.6316
C 2.26065 -0.56168 1.37357 -1.1781
H -0.72632 4.21038 0.01474 0.2427
C 8.18880 0.42278 5.99012 -1.4745
H 8.04510 -8.81822 -5.48400 0.3465
H 6.98198 2.50343 -4.37367 0.3124
H -11.13609 -2.52115 4.94988 0.3842
C -9.61515 -4.02947 3.40666 -1.4681
C -10.87664 -2.15849 2.35091 -1.2450
H 6.37312 0.74343 -4.10410 0.2632
C 0.96918 0.15372 1.05682 0.2402
H -8.75341 9.13676 -3.40261 0.2329
H -9.57018 -0.32524 0.92180 0.4261
H -11.25430 -1.14552 2.48998 0.3872
N 8.64949 1.91222 7.82045 -0.7870
O 6.88566 -7.44536 -4.24559 -0.3352
H 3.01408 -0.28576 0.63579 0.2912
H 2.95708 -7.98962 -5.61329 0.3727
H 2.49143 -6.53185 -5.26195 0.4103
C 4.79884 4.17680 -5.10069 0.2999
C 4.60300 -6.85326 -4.66374 0.4706
C 7.93492 2.94861 5.68265 -0.6619
C 8.12169 -8.17331 -4.60859 -0.7181
H -9.09104 -4.39454 2.52342 0.3614
H -6.80761 -0.28602 0.35846 0.3871
C 4.52653 2.58512 -4.90337 -0.6891
H -9.10294 8.11887 -1.92982 0.1719
H -9.09149 -1.26403 -0.47049 0.3769
H 9.74236 1.92360 5.95016 0.3630
H -0.81197 3.83724 1.73287 0.2815
H -7.34374 0.31106 1.93857 0.4795
H 3.72902 -6.62197 -6.61757 0.3532
C 3.40011 -6.99430 -5.64736 -1.4413
H 4.74225 4.04293 -7.22210 0.2518
H 7.24854 5.26972 5.03864 0.2865
H 7.75620 2.30177 8.08575 0.2697
H 5.85252 4.41264 -4.95156 0.2965
C 6.44191 1.77739 -3.76600 -0.6885
H 4.24269 -7.19536 -3.69357 0.2383
H -0.21912 0.41275 -0.46045 0.3810
H -9.15951 -4.45862 4.29905 0.3346
C -9.25922 -1.32076 0.60504 -1.4116
H 8.28409 4.57884 3.79363 0.2772
C -8.11893 -1.70635 1.52344 1.8229
C 1.04089 1.66610 1.32516 -0.7148
H 7.61247 2.62761 4.69215 0.3820
N 4.85802 -5.44091 -4.57379 -0.7609
C 4.14496 5.22984 -4.03126 -1.1577
H 0.86112 1.89614 2.37534 0.4045
H 7.08820 3.05890 6.36014 0.2644
H -10.26534 -3.23766 0.53956 0.2947
N 4.31837 4.55748 -6.46337 -0.7163
C -10.18238 -2.03810 4.73723 -1.7501
H 9.25097 2.71369 7.94686 0.3230
H -11.19989 -1.76074 0.18934 0.4157
C 8.73677 1.78368 6.34679 0.4204
H 7.14405 0.29288 6.27248 0.2781
H -6.25836 -0.84356 1.97608 0.5373
H -6.72000 6.00015 -2.58774 0.2137
O -0.11845 2.37194 0.68760 -0.3229
H 0.76162 4.29813 0.87671 0.3046
H -10.57455 -4.47320 3.14066 0.3677



(2)
111
Properties=species:S:1:pos:R:3:mulliken_charge:R:1 method="wB97M-V/def2-TZVPD" spin_multiplicity=11 charge=+2 s2=30.005 e_tot_ha=-4335.8254
O 2.17414 5.80033 1.85941 -0.2792
H 3.28452 7.40863 2.67894 0.3624
H -6.04769 -1.54112 -1.85929 0.3043
H 1.50791 4.21915 2.91256 0.2828
H -4.38621 -1.75591 9.73286 0.3352
H 0.19741 -6.88407 2.17348 0.3836
H -4.75059 1.82285 -1.57817 0.2609
C 0.07808 -1.16596 1.27836 -1.0009
H -5.79470 2.56585 8.86028 0.2329
H -0.09537 -1.62690 -6.45948 0.3022
H 0.79597 -0.34669 1.31746 0.2879
H -6.66276 -0.85253 9.70723 0.4418
C 5.69759 1.18255 -3.61458 -0.6559
H 0.22338 -7.38476 -2.61788 0.3004
H -1.55629 -1.55802 -5.57444 0.3363
Mn 2.48019 -0.68844 -3.37878 1.7396
C 5.34015 0.52561 -1.34150 -0.8633
O 4.09089 0.62937 -5.29468 -0.2009
C -4.98405 -1.85352 8.82668 -0.5620
O 1.01351 -6.25091 -1.05960 -0.2054
C 0.19475 -6.81973 -0.02468 -0.6130
H -0.37871 -2.70257 -0.20837 0.1728
C 3.22335 6.83594 1.75352 -0.5174
C 5.14495 1.55531 -4.99540 -0.7299
H 5.84852 1.44975 -1.06652 0.3031
H -4.43275 -2.23523 -2.30787 0.2247
H 2.84567 7.56881 -2.69179 0.2385
O 1.47576 -2.10482 -0.53732 -0.7526
H 1.15782 -5.03323 3.39479 0.2836
H -5.49504 -2.80112 8.99718 0.3342
O -4.10958 -2.00224 7.65895 -0.3626
H -0.90165 -0.73593 1.48644 0.2928
C -0.45838 1.83125 -3.86287 -0.7593
H -0.48885 -5.72216 -2.29821 0.3039
H -0.01030 -7.85764 -0.28694 0.4156
C 2.91496 7.85103 0.68344 -0.5758
H 1.07383 -5.88728 -3.09968 0.2536
H 0.71713 3.77254 -2.78155 0.3387
H 0.84039 2.63423 -1.53077 0.3668
H -5.37387 1.80224 0.72454 0.4737
C 0.40647 -6.34008 -2.36641 -0.7087
B 3.92768 -3.23208 -4.10124 0.8930
O 1.64091 -5.51947 1.44251 -0.1248
C 2.38398 4.86761 2.90216 -0.7903
O 4.70839 0.71932 -2.62187 -0.1323
H 6.51602 0.47355 -3.73937 0.4411
H 5.96156 1.48512 -5.71397 0.3993
H 6.11286 -0.20162 -1.59080 0.3213
H -2.76552 -1.18509 6.33387 0.2357
H 2.90054 -3.02203 -4.35636 -0.4565
H 2.68700 -4.33083 2.76872 0.2806
H 3.36611 4.39855 2.96132 0.2995
O 0.89493 1.74993 -3.38860 -0.0731
Mn 3.29797 -4.92116 -0.73365 1.2715
O -0.03648 -0.43578 -4.72290 -0.1159
H -6.67610 -0.81566 7.97069 0.3388
H 0.34581 -1.85676 2.07788 0.1972
O 2.90371 7.14876 -0.62302 -0.2339
H -1.74077 0.72746 -5.23198 0.4364
C -4.96691 -1.47958 -1.73189 -0.6199
C -6.36074 1.65046 8.68773 -0.7093
H -7.17804 1.50218 9.39351 0.2934
H -3.93911 1.14238 0.46729 0.2749
H 2.29091 5.30039 3.89822 0.3194
H -4.73080 -1.67573 -0.68600 0.2293
C -4.98205 0.88844 0.27782 -0.4901
H 2.98131 -0.20025 -6.89235 0.2197
H 4.87204 2.60575 -5.09631 0.4104
H 3.81097 -4.08241 -3.44736 -0.5177
C -5.19235 0.89041 -1.22673 -0.4941
H 4.61960 0.24280 -7.27493 0.3534
H -6.22872 0.79618 -1.55099 0.3383
H 3.71261 8.59372 0.69950 0.3750
C 2.03292 -5.20277 2.76743 -0.8333
H -2.73794 -0.36592 7.91309 0.3035
C -6.01813 -0.73603 8.83604 -0.4858
C -0.67902 0.77967 -4.99099 -0.6984
O -4.53369 -0.13845 -2.00218 -0.3062
H 1.97197 8.68504 -1.74863 0.3107
C 2.86149 8.05589 -1.71680 -0.7858
O -5.44100 0.60019 8.80932 -0.3175
C -3.37119 -0.87168 7.18419 -0.5763
H 3.36595 1.51285 -7.08899 0.3347
H -6.76653 1.68888 7.67680 0.2950
H -3.98670 -0.07634 6.76386 0.2031
H 2.29659 3.08735 -2.49066 0.2422
H -0.34353 -1.08518 -0.78911 0.1344
C 0.90518 -6.77870 1.35126 -0.6197
H -0.24241 -2.42852 -4.90149 0.2601
H 2.48436 -6.10562 3.17868 0.3819
H -6.08301 -1.10571 2.66750 0.2920
H -0.73986 -6.26443 0.05439 0.3894
C -5.33159 -0.44426 2.23625 -0.7693
H 2.01281 8.43454 0.86711 0.3644
C 0.17219 -1.76690 -0.11280 0.0294
O -5.54119 -0.30025 0.85309 -0.3051
H -0.18759 1.22952 -5.85368 0.3181
H 3.78389 8.63631 -1.73617 0.3157
C -0.47507 -1.51231 -5.44421 -0.8827
C 1.23379 2.84780 -2.52461 -0.9940
H 4.74216 0.15309 -0.50979 0.3020
H -4.28749 -0.53173 2.53675 0.2593
H 4.45516 -3.56207 -4.98279 -0.0740
H 1.62046 -7.59547 1.44801 0.3779
H 6.11537 2.13265 -3.28158 0.3940
H -1.12229 1.71469 -3.00628 0.4748
H 4.39947 -2.40714 -3.59024 -0.4497
C 3.74098 0.56071 -6.71364 -0.8580
H -5.61513 0.52347 2.64999 0.3279
H -0.79088 2.79690 -4.24374 0.3736
H 4.16155 6.31079 1.57439 0.3154